{
  "formula": "C29H33FIN2O6PS3",
  "method": "ωB97M-V/def2-TZVPD",
  "species": ["C", "C", "C", "O", "C", "C", "C", "C", "C", "S", "C", "O", "O", "C", "C", "N", "C", "I", "C", "C", "C", "C", "C", "C", "O", "C", "P", "C", "C", "C", "S", "O", "O", "F", "C", "C", "C", "C", "C", "N", "C", "C", "S", "H", "H", "H", "H", "H", "H", "H", "H", "H", "H", "H", "H", "H", "H", "H", "H", "H", "H", "H", "H", "H", "H", "H", "H", "H", "H", "H", "H", "H", "H", "H", "H", "H"],
  "coordinates": [[-3.62257, -4.54993, -2.92144], [-4.51378, -3.30000, -2.43156], [-3.52997, -2.06611, -2.14135], [-2.34085, -2.41619, -1.37774], [-2.30933, -1.79147, -0.10081], [-3.01994, -2.55911, 1.07840], [-3.74746, -3.98172, 0.87109], [-3.04790, -1.97777, 2.53380], [-2.30526, -0.61477, 2.79242], [-2.32037, -0.01051, 4.53550], [-3.55860, 1.31803, 4.87732], [-0.95051, 0.54354, 4.91588], [-2.56977, -1.22053, 5.42732], [-1.59809, 0.10286, 1.62156], [-1.56777, -0.43303, 0.13642], [-0.86021, 0.29215, -0.95725], [-1.66567, 1.45122, -1.47288], [-0.41829, 3.18613, -2.05854], [-2.55340, 0.99232, -2.75491], [-2.76329, 2.13238, -3.86440], [0.51324, 0.66593, -0.56901], [1.73622, 0.34608, -1.47620], [1.44105, -0.39861, -2.85888], [1.90997, -1.94095, -2.66433], [1.30507, -2.73840, -1.88690], [3.21866, 0.69155, -1.06693], [4.55132, 0.16418, -2.29888], [5.79262, 1.54540, -2.66514], [5.38539, -1.44929, -1.76978], [3.50302, 1.40470, 0.31687], [5.25036, 1.81837, 0.84659], [5.58125, 3.22598, 0.42499], [5.41241, 1.72009, 2.35170], [6.35429, 0.68285, 0.21992], [2.29690, 1.73584, 1.24460], [2.43054, 2.41532, 2.69601], [2.73572, 3.94530, 2.73961], [2.82875, 4.46091, 4.22591], [2.60951, 3.39932, 5.31897], [2.37102, 2.00545, 5.22961], [2.27759, 1.48694, 3.91324], [0.84764, 1.37194, 0.80361], [-0.65013, 1.69480, 1.87442], [-3.11749, -4.36988, -3.93336], [-2.80487, -4.82324, -2.15679], [-4.34549, -5.44655, -3.00018], [-5.30629, -2.97842, -3.18894], [-5.05343, -3.56902, -1.45748], [-3.15842, -1.68073, -3.16800], [-4.06365, -1.18750, -1.62955], [-3.53843, -4.41259, -0.17805], [-3.22558, -4.71798, 1.59673], [-4.85595, -3.96925, 1.13433], [-3.55760, -2.54609, 3.39434], [-4.60567, 0.89302, 5.02507], [-3.55920, 2.13229, 4.07834], [-3.21558, 1.82300, 5.85965], [-2.37996, 1.85368, -0.67577], [-2.05662, 0.09215, -3.28311], [-3.60737, 0.71634, -2.37429], [-3.13125, 3.13754, -3.44435], [-3.62379, 1.76217, -4.54834], [-1.86280, 2.25900, -4.57564], [2.09164, 0.09108, -3.65989], [0.33575, -0.34675, -3.13762], [2.80456, -2.30585, -3.30297], [6.83850, 1.05197, -2.68175], [5.73466, 2.43253, -1.95177], [5.59728, 1.87719, -3.75353], [5.52571, -2.08541, -2.72192], [4.65864, -2.05479, -1.10358], [6.39866, -1.33058, -1.25943], [2.86557, 4.60862, 1.82774], [3.04587, 5.56396, 4.46167], [2.64755, 3.81304, 6.39630], [2.08568, 0.36588, 3.75328]],
  "atomic_forces_ev_per_a": [[-0.85, -0.35, 0.22], [1.20, 0.07, 0.79], [-0.99, 0.61, -1.42], [-0.62, 1.45, 1.97], [0.06, 0.58, 2.44], [0.68, 2.32, 1.31], [1.54, -0.07, 0.20], [2.02, 1.99, -3.32], [-0.79, -1.78, -3.57], [4.39, -2.07, 4.14], [-0.53, 0.84, 0.30], [-3.76, -0.47, -2.06], [-0.89, 2.93, -2.91], [-0.54, -1.80, -1.11], [-1.92, -2.31, 2.95], [0.64, 0.51, 2.06], [-1.63, -0.07, -0.84], [-0.31, -0.54, 0.48], [0.12, 0.74, -0.33], [-1.04, -0.54, -0.88], [4.59, 0.64, 1.79], [-0.12, 0.84, 2.09], [1.00, -0.18, 0.80], [-2.22, -1.65, 1.61], [2.49, 3.25, -3.01], [-1.97, 0.86, 2.78], [-0.97, -0.21, -1.05], [0.75, -0.10, -0.30], [0.21, -0.82, 0.39], [-4.09, -1.74, -1.92], [1.43, 3.75, 4.95], [-0.79, -4.41, -0.48], [-0.87, -1.00, -4.91], [-2.28, 1.89, 0.55], [-0.53, -0.72, -0.80], [0.54, 0.88, -0.01], [-0.65, -2.93, 4.88], [-0.77, -3.72, -1.98], [0.24, 0.92, -1.25], [0.33, 2.23, -3.69], [0.59, 3.56, -0.33], [1.49, -1.56, -2.65], [0.76, -1.62, -0.89], [-0.80, -0.17, 1.44], [-1.32, 0.59, -1.20], [1.32, 1.26, -0.07], [1.23, -0.46, 0.91], [0.68, 0.30, -1.47], [-0.53, -0.68, 1.67], [0.65, -1.43, -0.70], [-0.55, 0.93, 1.74], [-0.92, 1.20, -1.05], [1.50, 0.18, -0.53], [1.00, 1.11, -1.51], [1.53, 0.36, -0.37], [0.13, -1.33, 0.86], [-0.30, -1.16, -1.59], [1.20, -0.46, -1.00], [-0.80, 1.42, 1.14], [1.81, 0.24, -0.55], [0.83, -1.56, -0.55], [1.31, 0.53, 1.05], [-1.35, -0.04, 1.48], [-0.94, -0.79, 1.05], [1.52, -0.17, 0.65], [-1.17, 0.60, 0.92], [-1.57, 0.97, 0.32], [0.30, -1.22, -1.00], [0.13, -0.42, 1.88], [-0.18, 1.16, 1.41], [1.20, 1.11, -0.92], [-1.46, -0.16, -0.53], [-0.20, -1.18, 1.31], [-0.42, -2.06, -0.26], [-0.04, -0.92, -1.88], [0.29, 2.02, 0.39]],
  "lowdin_charge": [-0.121, -0.210, -0.210, -0.122, -0.071, -0.089, -0.072, 0.031, -0.244, 0.693, -0.156, -0.406, -0.384, -0.323, -0.074, -0.119, -0.594, 0.925, -0.274, -0.231, -0.231, -0.127, -0.140, -0.200, -0.011, -0.251, 0.883, -0.302, -0.314, -0.150, 0.814, -0.325, -0.316, -0.245, -0.114, -0.176, 0.028, -0.030, -0.135, 0.029, -0.065, -0.314, 0.926, 0.083, 0.075, 0.082, 0.116, 0.091, 0.120, 0.123, 0.058, 0.097, 0.089, 0.119, 0.079, 0.076, 0.096, 0.093, 0.102, 0.103, 0.061, 0.080, 0.058, 0.087, 0.105, 0.120, 0.059, 0.025, 0.043, 0.042, 0.061, 0.035, 0.109, 0.093, 0.103, 0.136],
  "homo_lumo_gap_ev": 7.12,
  "total_charge": 0,
  "lumo_energy_ha": -0.0401,
  "molar_mass_g_mol": 778.67,
  "smiles": "CCCOc1c(C)cc(S(C)(=O)=O)c2c1N([C@@H](I)CC)c1c(CC=O)c(P(C)C)c(S(=O)(=O)F)c(-c3cccnc3)c1S2"
}